1.
ORCA calculation (the ωB97M-V functional and the def2-TZVPD basis) on a single CH2O2S2 molecule in a non-equilibrium geometry.

Geometry as XYZ:
```
7
Properties=species:S:1:pos:R:3:forces:R:3
C -0.2702 -0.6985 -0.0341 3.5 1.9 0.7
O 1.9083 0.6367 -0.0934 1.7 -0.3 1.6
O 0.5635 0.7373 0.0830 -2.8 -2.2 -0.5
S 0.2861 -2.1549 0.0427 0.9 -0.8 -0.3
S -1.7111 0.0214 0.0279 -3.1 2.6 -0.1
H 2.2100 0.6993 0.8590 0.0 -0.2 -1.5
H -2.5360 -0.9904 -0.1118 -0.1 -0.9 0.0
```
Forces are in eV/Å.

Properties
* SMILES string: OOC(=S)S
* ΔE to the lowest compared entry with this formula, charge and spin: 353.8 kJ/mol
* charge: 0
* E: -985.998521 Eh
* frontier orbital gap: 9.19 eV

Atomic partial charges in e from the Löwdin method, atoms 1 to 6:
1 C -1.262
2 O -0.078
3 O -0.333
4 S 0.747
5 S 0.894
6 H 0.131

***

2.
ORCA calculation (the ωB97M-V functional and the def2-TZVPD basis) on a molecular structure, C15H34BrCl2CuO11P2 in a non-equilibrium geometry.

Geometry as XYZ:
```
66
Properties=species:S:1:pos:R:3:forces:R:3
Cu -1.8176 -0.3743 0.5070 -0.1 -0.9 -0.3
Br -3.7409 0.8605 -0.9510 0.4 0.0 0.4
C -1.4410 -2.9121 0.6445 -0.1 -1.0 -0.4
O -2.0630 -2.3299 1.6427 -0.3 0.6 0.1
O -1.5459 -4.1526 0.3936 0.1 0.7 0.5
O -0.7168 -2.1349 -0.1167 0.1 1.1 -0.1
Cl -4.1756 0.5693 4.7460 -0.1 0.4 0.2
C -3.9277 -0.5511 3.3730 -0.5 -0.6 -0.2
C -5.1251 -0.6811 2.4613 1.1 -0.5 -0.1
Cl -6.3846 -1.7207 3.1458 -0.8 0.1 0.6
H -3.7204 -1.5166 3.8253 0.3 0.0 -0.2
H -3.0969 -0.2203 2.7584 0.3 0.1 0.1
H -4.7594 -1.3150 1.6524 0.1 0.6 -0.4
H -5.5001 0.2867 2.1437 -0.2 -0.2 -0.2
C 1.9392 2.1741 1.5779 0.1 -0.3 1.4
C 1.5090 2.9449 2.8649 0.9 0.2 -1.7
O 0.1796 3.4281 2.6982 -0.1 0.7 0.4
P -1.0788 2.4725 2.8055 -0.6 -1.3 -0.6
O -1.0815 1.3524 1.8304 0.0 1.1 0.9
O -1.0444 1.9955 4.3294 0.0 0.4 -0.7
C -0.5044 0.7288 4.7327 -0.7 -0.2 1.3
C -0.2452 0.8827 6.2261 0.7 -0.5 0.7
O -2.2930 3.5023 2.7296 1.8 -0.5 0.4
C -3.3332 3.2808 1.7624 -0.9 0.9 -0.2
C -4.1223 4.5893 1.6778 -0.8 -1.2 0.5
H 3.0203 2.2358 1.4367 0.0 0.1 0.1
H 1.6881 1.1240 1.7195 -0.2 0.0 -0.5
H 1.4569 2.6016 0.7038 -0.2 -0.1 0.0
H 1.6690 2.4060 3.7985 -0.4 -0.3 0.0
H 2.1664 3.8141 2.9133 -0.4 0.3 0.2
H -1.2599 -0.0492 4.6300 0.0 0.1 -0.5
H 0.3972 0.4331 4.1996 -0.1 0.2 -0.3
H 0.7560 1.2616 6.4497 -0.1 0.3 -0.1
H -0.9778 1.4986 6.7447 -0.1 0.2 -0.4
H -0.2755 -0.0740 6.7564 -0.1 -0.2 -0.3
H -2.9761 2.9995 0.7726 0.3 -0.4 0.3
H -3.9868 2.5205 2.1911 0.1 -0.2 -0.4
H -4.5302 4.7531 2.6788 0.4 0.6 0.1
H -3.5882 5.4366 1.2589 0.1 0.0 0.1
H -5.0306 4.3638 1.1119 0.2 0.2 -0.5
C 0.5695 0.4356 -1.8948 0.4 -0.3 0.3
C 1.8282 -0.3894 -2.0109 -0.4 -0.4 0.0
O 2.2046 -0.5486 -3.4204 0.1 -0.2 -0.4
P 2.1257 -1.9673 -4.1247 -0.2 0.4 1.7
O 1.0130 -2.8415 -3.7501 0.8 0.2 -0.5
O 3.5639 -2.6059 -3.7681 -0.3 -0.8 -0.1
C 4.7775 -2.0067 -4.1739 0.1 0.8 -0.3
C 5.9081 -2.4527 -3.2600 -0.8 0.0 -0.3
O 2.2602 -1.5018 -5.6319 0.0 -0.2 -0.6
C 2.2755 -2.4284 -6.7286 -0.6 -0.2 -0.6
C 1.2723 -3.5847 -6.6456 0.7 0.1 0.2
H 0.5358 0.6896 -0.8322 -0.5 0.2 -0.1
H 0.6205 1.3344 -2.5111 0.0 0.1 0.1
H -0.3137 -0.1503 -2.1425 0.0 0.0 0.1
H 2.6606 0.0808 -1.4826 0.2 0.1 -0.4
H 1.6765 -1.3631 -1.5384 -0.2 -0.1 -0.2
H 4.9945 -2.2745 -5.2135 0.0 -0.1 0.0
H 4.6491 -0.9198 -4.1475 0.1 0.0 0.0
H 6.8628 -2.0665 -3.6152 0.0 -0.1 0.0
H 5.7106 -2.0694 -2.2602 0.1 -0.2 0.1
H 5.8866 -3.5422 -3.2878 0.3 0.0 0.3
H 2.0342 -1.8252 -7.6034 0.1 0.2 0.0
H 3.2725 -2.8423 -6.8903 0.2 0.1 0.3
H 1.4151 -4.2561 -7.4951 0.1 0.2 -0.2
H 1.5115 -4.1590 -5.7518 -0.5 -0.1 0.1
H 0.2456 -3.2290 -6.6457 0.0 -0.1 0.3
```
Forces are in eV/Å.

Properties
* charge: -2
* E: -7237.468244 Eh
* frontier orbital gap: 3.72 eV

Atomic partial charges in e from the Löwdin method, atoms 1 to 6:
1 Cu 0.071
2 Br -0.281
3 C -0.952
4 O -0.194
5 O -0.147
6 O -0.186

***

3.
ORCA calculation (the ωB97M-V functional and the def2-TZVPD basis) on a molecular structure, C35H28AuN4Si.

Geometry as XYZ:
```
69
Properties=species:S:1:pos:R:3:forces:R:3
Au 0.5817 -1.3227 -0.1643 0.1 0.0 0.3
C -3.8205 -2.1975 -3.4656 0.0 0.0 0.0
C -2.5599 -1.6313 -3.5836 0.0 0.0 0.0
C -1.7790 -1.4190 -2.4611 0.0 0.0 0.0
C -2.2369 -1.7557 -1.1889 0.0 0.0 0.1
C -3.4884 -2.3673 -1.0797 0.0 0.0 0.0
C -4.2673 -2.5736 -2.2082 0.0 0.0 0.0
N -1.3913 -1.5623 -0.0800 -0.1 -0.1 0.0
C -1.8113 -1.5955 1.2519 0.0 0.0 -0.2
C -3.0645 -1.1017 1.6555 0.0 0.0 0.0
C -3.4273 -1.0939 2.9854 0.0 0.0 0.0
C -2.5557 -1.5454 3.9810 0.0 0.0 0.1
C -1.2988 -1.9742 3.6304 0.0 0.0 0.0
C -0.9294 -2.0096 2.2844 0.0 -0.1 0.1
N 0.3781 -2.3109 1.8688 0.1 0.1 0.0
N 1.3386 -1.9913 2.5964 0.0 -0.1 0.1
C 2.5660 -1.9523 1.8896 0.1 0.0 -0.2
C 3.7545 -2.2226 2.5445 -0.1 0.0 0.1
C 4.9468 -2.0573 1.8650 0.1 0.0 0.0
C 4.9313 -1.5893 0.5589 0.0 0.0 0.0
C 3.7156 -1.3127 -0.0332 0.0 0.0 0.1
N 2.5572 -1.4973 0.6093 -0.1 0.0 -0.1
H -4.4335 -2.3645 -4.3402 0.0 0.0 0.0
H -2.1761 -1.3545 -4.5575 0.0 0.0 0.0
H -0.7874 -0.9911 -2.5659 0.0 0.0 0.0
H -3.8452 -2.7155 -0.1218 0.0 0.0 0.0
H -5.2322 -3.0511 -2.0970 0.0 0.0 0.0
H -3.7317 -0.6993 0.9071 0.0 0.0 0.0
H -4.4010 -0.7104 3.2615 0.0 0.0 0.0
H -2.8571 -1.5326 5.0191 0.0 0.0 0.0
H -0.5817 -2.2921 4.3755 0.0 0.0 0.0
H 3.7146 -2.5557 3.5717 0.0 0.0 0.0
H 5.8858 -2.2788 2.3540 0.0 0.0 0.0
H 5.8454 -1.4242 0.0079 0.0 0.0 0.0
H 3.6449 -0.9132 -1.0359 0.0 0.0 0.0
C 3.4282 2.1314 -3.8560 0.0 0.0 0.0
C 2.9798 0.8236 -3.7452 0.0 0.0 0.0
C 2.0789 0.4841 -2.7441 0.0 0.1 0.0
C 1.6163 1.4445 -1.8413 0.0 -0.1 -0.1
C 2.0701 2.7614 -1.9751 0.0 0.0 0.0
C 2.9719 3.1006 -2.9724 0.0 0.0 0.0
Si 0.3827 1.0699 -0.5089 0.1 0.0 0.0
C -1.3128 1.6616 -0.8928 -0.1 0.0 -0.1
C -1.7129 1.6937 -2.2343 0.0 0.1 0.1
C -2.9837 2.1175 -2.5857 0.0 0.0 0.0
C -3.8721 2.5263 -1.6016 0.0 0.0 0.0
C -3.4832 2.5287 -0.2686 0.0 0.0 0.0
C -2.2135 2.0996 0.0852 0.0 0.0 0.0
C 1.0077 1.3786 1.2105 0.1 0.1 0.1
C 0.2124 1.1340 2.3380 0.0 0.0 0.0
C 0.7380 1.2506 3.6167 0.0 0.0 0.0
C 2.0670 1.6061 3.7920 0.0 0.0 0.0
C 2.8742 1.8424 2.6856 0.0 0.0 0.0
C 2.3514 1.7244 1.4073 0.0 0.0 0.0
H 4.1281 2.3986 -4.6366 0.0 0.0 0.0
H 3.3235 0.0701 -4.4420 0.0 0.0 0.0
H 1.7253 -0.5403 -2.6769 0.0 0.0 0.0
H 1.7157 3.5323 -1.2988 0.0 0.0 0.0
H 3.3146 4.1227 -3.0642 0.0 0.0 0.0
H -1.0213 1.3982 -3.0144 0.0 0.0 0.0
H -3.2804 2.1300 -3.6261 0.0 0.0 0.0
H -4.8653 2.8576 -1.8751 0.0 0.0 0.0
H -4.1668 2.8729 0.4965 0.0 0.0 0.0
H -1.9229 2.1286 1.1267 0.0 0.0 0.0
H -0.8233 0.8327 2.2286 0.0 0.0 0.0
H 0.1073 1.0567 4.4746 0.0 0.0 0.0
H 2.4754 1.6990 4.7898 0.0 0.0 0.0
H 3.9108 2.1236 2.8201 0.0 0.0 0.0
H 2.9946 1.9046 0.5537 0.0 0.0 0.0
```
Forces are in eV/Å.

Properties
* ΔE to the lowest compared entry with this formula, charge and spin: 23.5 kJ/mol
* charge: +1
* E: -1994.513369 Eh
* frontier orbital gap (spin up / spin down): 5.96 / 5.96 eV

Atomic partial charges in e from the Löwdin method, atoms 1 to 6:
1 Au 1.087
2 C -0.088
3 C -0.080
4 C -0.080
5 C -0.284
6 C -0.034